C38H25Cl2N9O5S2Sr as an isolated structure at a distorted geometry, computed with the ωB97M-V functional and the def2-TZVPD basis.

CARTESIAN COORDINATES (ANGSTROEM)
Sr 0.36 -0.78 1.16
Cl 3.16 6.07 0.50
C 2.88 4.36 0.27
C 1.70 3.81 0.76
C 1.41 2.45 0.61
N 0.24 1.82 1.06
C -0.75 2.52 1.60
O -0.86 3.75 1.81
C -1.98 1.70 1.99
C -3.19 2.38 2.12
C -4.33 1.68 2.48
C -4.23 0.32 2.73
C -2.99 -0.28 2.59
N -1.89 0.39 2.22
C 2.37 1.63 -0.05
C 3.54 2.21 -0.54
C 3.80 3.56 -0.38
Cl 5.29 4.22 -1.02
N 2.02 0.31 -0.31
C 2.93 -0.61 -0.61
O 4.17 -0.57 -0.56
C 2.31 -1.92 -1.09
C 3.15 -2.93 -1.55
C 2.59 -4.08 -2.07
C 1.21 -4.20 -2.11
C 0.45 -3.17 -1.60
N 0.98 -2.05 -1.10
H 0.99 4.44 1.26
H -3.20 3.44 1.93
H -5.28 2.18 2.56
H -5.09 -0.28 3.00
H -2.86 -1.34 2.74
H 4.27 1.58 -1.02
H 4.22 -2.77 -1.48
H 3.23 -4.88 -2.43
H 0.73 -5.09 -2.50
H -0.63 -3.23 -1.57
S -1.65 -3.33 1.22
C -2.90 -2.97 0.10
N -3.75 -3.82 -0.38
N -4.65 -3.20 -1.31
C -5.89 -2.79 -0.85
C -6.94 -2.61 -1.76
C -8.17 -2.13 -1.33
C -8.38 -1.83 0.01
C -7.34 -2.01 0.91
C -6.10 -2.48 0.50
N -3.05 -1.59 -0.22
N -2.23 -1.15 -1.04
C -2.38 0.24 -1.32
C -3.60 0.91 -1.19
C -3.66 2.26 -1.47
C -2.51 2.95 -1.85
C -1.31 2.28 -1.99
C -1.25 0.91 -1.75
H -4.70 -3.76 -2.15
H -6.78 -2.84 -2.81
H -8.97 -2.00 -2.05
H -9.34 -1.45 0.34
H -7.49 -1.78 1.96
H -5.30 -2.63 1.20
H -4.47 0.35 -0.87
H -4.60 2.79 -1.37
H -2.56 4.02 -2.03
H -0.41 2.81 -2.26
H -0.31 0.37 -1.85
O 2.35 -0.53 2.76
C 2.54 -1.75 2.67
N 1.55 -2.64 2.49
S 2.11 -4.17 2.39
O 1.75 -4.95 3.54
O 1.85 -4.74 1.10
C 3.84 -3.73 2.50
C 4.97 -4.52 2.42
C 6.20 -3.87 2.49
C 6.28 -2.48 2.62
C 5.13 -1.71 2.70
C 3.91 -2.36 2.65
H 4.90 -5.59 2.30
H 7.11 -4.45 2.42
H 7.25 -2.01 2.64
H 5.16 -0.63 2.76

**Maximum force**: 1.26 eV/Å
**Total charge**: -2
**DFT total energy**: -4079.8271 Ha
**LUMO energy**: 4.1446 eV
**HOMO level**: -2.3 eV

***

C38H26Cl2F3HfN4O4S2Sb as an isolated structure at a distorted geometry, computed with the ωB97M-V functional and the def2-TZVPD basis.

CARTESIAN COORDINATES (ANGSTROEM)
Hf 1.70 0.51 0.63
N 0.57 0.79 2.74
C -0.68 0.04 2.72
C -0.55 -1.15 1.74
O -1.15 -2.20 1.88
O 0.24 -0.85 0.67
H 1.19 0.44 3.49
H 0.34 1.78 2.98
H -1.46 0.68 2.34
H -0.96 -0.43 3.65
S 3.69 -0.60 1.77
C 4.16 -0.41 0.13
S 3.05 -0.52 -1.21
C 5.47 0.03 -0.12
C 5.91 0.64 -1.30
N 6.36 1.16 -2.26
C 6.35 0.24 0.98
N 7.15 0.41 1.81
Cl -2.03 7.41 3.00
C -2.58 5.75 3.00
C -3.52 5.48 4.04
C -4.34 4.37 4.01
C -4.30 3.59 2.81
C -3.25 3.74 1.88
Cl -3.16 2.61 0.60
C -2.24 4.74 2.08
N -1.01 4.65 1.38
C 0.28 5.19 1.64
C 0.57 5.73 2.91
C 1.72 6.53 3.09
C 2.53 6.81 1.98
C 2.36 6.10 0.79
C 1.32 5.21 0.64
C 1.25 4.25 -0.53
C 1.36 2.82 -0.04
O 0.38 2.02 -0.13
O 2.49 2.45 0.53
H -3.52 6.15 4.91
H -4.89 4.01 4.84
H -4.91 2.66 2.70
H -1.05 3.99 0.60
H -0.10 5.45 3.76
H 2.04 6.81 4.11
H 3.37 7.47 2.08
H 3.02 6.23 -0.06
H 2.19 4.36 -1.16
H 0.29 4.38 -1.08
F -6.18 -5.05 -0.53
C -4.98 -4.53 -0.84
C -3.97 -5.41 -1.22
C -2.73 -4.85 -1.61
C -2.52 -3.48 -1.51
C -3.55 -2.61 -1.18
C -4.82 -3.13 -0.87
Sb -0.53 -2.62 -1.86
C -0.07 -3.20 -3.93
C -0.11 -2.18 -4.88
C -0.10 -2.43 -6.27
C -0.06 -3.76 -6.64
F -0.02 -4.11 -7.95
C -0.18 -4.84 -5.74
C -0.13 -4.55 -4.37
C 0.80 -3.99 -1.00
C 1.97 -4.47 -1.53
C 2.81 -5.36 -0.87
C 2.43 -5.72 0.42
F 3.23 -6.60 1.11
C 1.29 -5.18 1.06
C 0.48 -4.32 0.32
H -4.09 -6.47 -1.24
H -1.89 -5.55 -1.83
H -3.34 -1.54 -1.05
H -5.66 -2.48 -0.60
H -0.07 -1.16 -4.50
H -0.10 -1.66 -7.03
H -0.29 -5.81 -6.18
H -0.07 -5.38 -3.68
H 2.26 -4.22 -2.58
H 3.73 -5.66 -1.34
H 1.14 -5.40 2.09
H -0.33 -3.80 0.83

**Maximum force**: 4.28 eV/Å
**DFT total energy**: -4288.3625 Ha
**LUMO energy**: -1.3304 eV
**HOMO level**: -8.2 eV

***

C38H26ClMoN10O4 as an isolated structure at a distorted geometry, computed with the ωB97M-V functional and the def2-TZVPD basis.

CARTESIAN COORDINATES (ANGSTROEM)
Mo -0.32 -0.35 -1.00
O 1.78 -1.68 -4.30
C 1.14 -1.56 -3.28
N 0.33 -0.53 -2.90
C 0.00 0.48 -3.78
C 0.40 0.61 -5.11
C -0.01 1.70 -5.85
C -0.83 2.67 -5.28
C -1.24 2.57 -3.97
C -0.83 1.48 -3.20
N -1.06 1.29 -1.86
C -1.84 2.22 -1.18
O -2.84 2.75 -1.61
C -1.27 2.59 0.15
C -1.95 3.42 1.03
C -1.29 3.90 2.15
C 0.05 3.56 2.32
C 0.65 2.72 1.39
N 0.00 2.23 0.35
C 1.21 -2.61 -2.21
C 1.77 -3.85 -2.49
C 1.88 -4.78 -1.47
C 1.42 -4.42 -0.21
C 0.84 -3.17 -0.03
N 0.73 -2.28 -1.01
H 1.02 -0.15 -5.55
H 0.30 1.79 -6.88
H -1.15 3.52 -5.88
H -1.90 3.31 -3.55
H -2.98 3.69 0.82
H -1.79 4.54 2.86
H 0.62 3.95 3.15
H 1.69 2.44 1.48
H 2.08 -4.05 -3.50
H 2.30 -5.75 -1.65
H 1.51 -5.10 0.62
H 0.45 -2.89 0.94
C -4.52 -0.04 0.09
C -3.33 -0.10 -0.61
N -2.15 -0.23 0.01
C -2.20 -0.30 1.37
C -3.43 -0.30 2.05
N -4.57 -0.16 1.42
C -0.89 -0.34 1.96
C -0.62 -0.22 3.32
C 0.70 -0.13 3.76
C 1.70 -0.22 2.80
C 1.37 -0.32 1.45
N 0.09 -0.38 1.01
C 2.31 -0.15 0.38
C 3.71 -0.25 0.50
N 4.52 0.05 -0.48
C 3.96 0.49 -1.61
C 2.59 0.55 -1.78
N 1.73 0.18 -0.81
C 1.03 0.18 5.16
C 2.09 1.05 5.43
C 2.39 1.36 6.74
N 1.71 0.88 7.76
C 0.69 0.07 7.52
C 0.31 -0.31 6.24
H -5.46 0.11 -0.41
H -3.33 -0.03 -1.69
H -3.48 -0.41 3.12
H -1.44 -0.12 4.01
H 2.74 -0.15 3.08
H 4.16 -0.59 1.42
H 4.64 0.79 -2.39
H 2.18 0.93 -2.71
H 2.66 1.50 4.62
H 3.20 2.02 6.99
H 0.15 -0.28 8.39
H -0.52 -0.99 6.10
Cl -0.90 -3.63 -4.38
C -2.47 -3.17 -3.68
C -2.18 -1.87 -2.94
O -2.45 -0.79 -3.44
O -1.62 -2.01 -1.80
H -2.80 -3.97 -3.03
H -3.17 -2.99 -4.50

**Maximum force**: 3.61 eV/Å
**Total charge**: +1
**DFT total energy**: -2840.5166 Ha
**LUMO energy (alpha / beta)**: -4.7213 / -4.6063 eV
**HOMO level (alpha / beta)**: -10.0 / -10.2 eV